Entry 1:
Formula: C33H32NOP2Pt
Source: OMol25
Level of theory: ωB97M-V/def2-TZVPD

XYZ file:
```
70
Properties=species:S:1:pos:R:3:forces:R:3:mulliken_charge:R:1
Pt 0.179 -0.219 -0.035 -0.2 0.1 0.3 1.9193
C -2.356 1.735 -0.602 -0.1 0.0 0.0 -1.1414
P -2.122 0.060 0.125 0.1 0.0 0.0 1.0035
C -2.820 0.123 1.791 0.1 0.0 0.0 0.1586
C -4.197 0.087 2.010 0.0 0.0 0.0 -0.2634
C -4.695 0.213 3.296 0.0 0.0 0.0 -0.7776
C -3.825 0.377 4.367 0.0 0.0 0.0 -0.5063
C -2.455 0.416 4.154 0.0 0.0 0.0 -0.7693
C -1.951 0.288 2.867 0.0 0.0 0.0 -0.3487
C -3.111 -1.147 -0.790 0.0 -0.1 0.1 0.5741
C -3.367 -1.005 -2.150 0.1 0.0 0.0 -0.6644
C -4.037 -2.004 -2.842 0.0 0.0 0.0 -0.7337
C -4.452 -3.152 -2.184 0.0 0.0 0.0 -0.5029
C -4.195 -3.303 -0.828 0.0 0.0 0.0 -0.8771
C -3.525 -2.308 -0.134 0.0 0.0 0.0 -0.6117
C -1.005 2.325 -0.876 0.0 0.0 0.1 0.1696
C -0.600 3.445 -1.550 0.0 0.1 0.0 -0.9565
C 0.817 3.525 -1.425 0.0 0.1 0.1 -1.0727
C 1.216 2.457 -0.669 0.0 -0.1 0.0 0.4692
C 2.534 1.937 -0.191 0.0 0.1 0.1 -0.7499
P 2.423 0.135 -0.456 0.1 -0.1 0.0 0.0045
C 2.894 -0.153 -2.176 -0.1 0.0 0.0 0.3860
C 4.238 -0.156 -2.546 0.0 0.0 0.0 -0.3867
C 4.589 -0.312 -3.876 0.0 0.0 0.0 -0.7497
C 3.601 -0.466 -4.841 0.0 0.0 0.0 -0.5132
C 2.263 -0.464 -4.478 0.0 0.0 0.0 -0.7139
C 1.907 -0.309 -3.146 0.0 0.0 0.0 -0.1996
C 3.650 -0.737 0.539 0.0 0.0 0.0 0.5003
C 3.792 -2.109 0.321 0.0 0.0 0.0 -0.4745
C 4.690 -2.846 1.073 0.0 0.0 0.0 -0.7638
C 5.455 -2.219 2.050 0.0 0.0 0.0 -0.4783
C 5.320 -0.857 2.269 0.0 0.0 0.0 -0.7062
C 4.419 -0.115 1.516 0.0 0.0 0.0 -0.2918
N 0.102 1.721 -0.316 0.0 0.0 -0.3 0.0942
H -2.913 2.318 0.137 0.0 0.0 0.0 0.4633
H -2.977 1.685 -1.497 0.0 0.0 0.0 0.5174
H -4.879 -0.040 1.178 0.0 0.0 0.0 0.4698
H -5.763 0.186 3.464 0.0 0.0 0.0 0.4263
H -4.219 0.476 5.370 0.0 0.0 0.0 0.4104
H -1.779 0.547 4.988 0.0 0.0 0.0 0.4293
H -0.882 0.321 2.693 0.0 0.0 0.0 0.3211
H -3.036 -0.123 -2.686 0.0 0.0 0.0 0.2996
H -4.237 -1.881 -3.898 0.0 0.0 0.0 0.4329
H -4.982 -3.924 -2.725 0.0 0.0 0.0 0.4230
H -4.529 -4.192 -0.306 0.0 0.0 0.0 0.4415
H -3.352 -2.422 0.930 0.0 0.0 0.0 0.5352
H -1.240 4.159 -2.043 0.0 0.0 0.0 0.5146
H 1.453 4.304 -1.815 0.0 0.0 0.0 0.4769
H 2.638 2.102 0.886 0.0 0.1 0.0 0.4562
H 3.387 2.384 -0.699 0.0 0.0 -0.1 0.3354
H 5.010 -0.043 -1.793 0.0 0.0 0.0 0.4307
H 5.632 -0.314 -4.162 0.0 0.0 0.0 0.4188
H 3.878 -0.588 -5.880 0.0 0.0 0.0 0.3943
H 1.495 -0.582 -5.231 0.0 0.0 0.0 0.4275
H 0.863 -0.299 -2.855 0.0 0.0 0.0 0.2946
H 3.206 -2.596 -0.451 0.0 0.0 0.0 0.4997
H 4.802 -3.907 0.893 0.0 0.0 0.0 0.4254
H 6.161 -2.793 2.635 0.0 0.0 0.0 0.4031
H 5.920 -0.366 3.023 0.0 0.0 0.0 0.4300
H 4.331 0.949 1.695 0.0 0.0 0.0 0.3355
C -0.436 -3.569 1.981 -0.1 0.0 0.0 -1.0066
C -0.174 -3.390 0.518 0.0 0.1 0.4 0.9349
C -0.406 -4.512 -0.441 0.1 0.0 0.0 -1.2001
O 0.204 -2.308 0.092 0.0 -0.2 -0.6 -0.6340
H -0.459 -4.614 2.277 0.0 0.0 0.0 0.4481
H -1.408 -3.119 2.211 0.0 0.0 0.0 0.1403
H 0.314 -3.023 2.551 0.0 0.0 0.0 0.3128
H -0.328 -5.486 0.034 0.0 0.0 0.0 0.4490
H 0.276 -4.431 -1.285 0.0 0.0 0.0 0.3266
H -1.425 -4.395 -0.826 0.0 0.0 0.0 0.1903
```
Positions in Å, forces in eV/Å.

Calculated values
Charge ... +1
Orbital gap ... 7.67 eV
HOMO energy ... -10.1 eV
Relative energy (zero: lowest compared OMol25 entry of this formula, charge and spin) ... 0.0 kJ/mol

Entry 2:
Formula: C4H13N2
Source: OMol25
Level of theory: ωB97M-V/def2-TZVPD

XYZ file:
```
19
Properties=species:S:1:pos:R:3:forces:R:3:mulliken_charge:R:1
C -4.247 0.402 1.003 1.4 -0.3 -0.3 -0.4585
N 2.025 1.086 0.495 0.7 1.7 -1.4 -0.2453
C 3.396 0.839 0.296 0.6 -1.7 -0.1 -0.6397
C -3.152 -0.068 0.392 0.2 0.8 -0.3 -0.2845
N 0.451 -0.486 -0.576 -0.5 -0.4 -1.6 -0.2435
C 0.713 -1.668 -1.365 -0.8 -1.1 0.2 -0.7792
H -5.217 -0.105 0.998 0.3 0.6 -0.4 0.2584
H -4.058 1.331 1.519 -0.6 -0.2 0.8 0.2185
H 1.809 1.474 1.416 -0.3 -1.0 0.5 0.2726
H 3.955 0.332 1.090 -0.3 0.2 0.5 0.3242
H 3.535 0.203 -0.576 -0.1 0.2 -0.4 0.2700
H 4.010 1.737 0.087 -0.6 0.4 0.1 0.3427
H -3.188 -0.727 -0.450 -0.2 -1.1 0.1 0.2171
H -2.127 0.349 0.531 -1.1 0.1 0.0 0.0475
H 1.210 0.168 0.042 0.0 0.1 0.6 0.3317
H 0.263 0.139 -1.381 0.2 0.8 1.1 0.3760
H 1.741 -1.887 -1.673 0.3 0.3 0.2 0.3143
H 0.313 -2.579 -0.907 0.4 0.2 0.5 0.3094
H 0.161 -1.575 -2.307 0.2 0.2 -0.1 0.3683
```
Positions in Å, forces in eV/Å.

Calculated values
Charge ... +1
Orbital gap ... 3.34 eV
HOMO energy ... -12.4 eV
Relative energy (zero: lowest compared OMol25 entry of this formula, charge and spin) ... 826.7 kJ/mol

Entry 3:
Formula: C3HN2O2
Source: OMol25
Level of theory: ωB97M-V/def2-TZVPD

XYZ file:
```
8
Properties=species:S:1:pos:R:3:forces:R:3:mulliken_charge:R:1
O -0.422 3.066 -0.531 1.1 -1.0 -0.2 -0.6317
C -0.755 1.897 -0.359 -2.2 4.5 -1.1 0.7018
C -0.510 0.943 0.547 2.8 -1.0 3.9 -0.7361
C -0.730 -0.331 0.292 -0.6 1.4 -2.3 -0.2292
N -1.512 -0.560 -0.862 -0.2 -1.3 0.7 -0.4109
N -2.201 0.374 -1.294 -2.1 -2.5 -3.2 0.0213
O -1.991 1.647 -1.102 1.2 0.6 1.5 -0.1301
H -0.555 -1.200 0.862 0.1 -0.8 0.8 0.4147
```
Positions in Å, forces in eV/Å.

Calculated values
Charge ... -1
Orbital gap ... 7.41 eV
SMILES ... [O-]C1=C=CN=NO1
HOMO energy ... -2.9 eV
Relative energy (zero: lowest compared OMol25 entry of this formula, charge and spin) ... 491.9 kJ/mol

Entry 4:
Formula: C2H6ClNO2P
Source: OMol25
Level of theory: ωB97M-V/def2-TZVPD

XYZ file:
```
13
Properties=species:S:1:pos:R:3:forces:R:3:mulliken_charge:R:1
C -0.979 -1.308 -0.418 0.1 -0.1 0.1 -0.5744
O -0.837 0.018 -0.841 0.0 0.0 -0.2 -0.3491
C -0.797 0.993 0.214 -0.3 0.6 0.0 -0.3927
N 0.377 1.788 0.261 -0.2 -0.3 0.0 -0.4618
P 1.831 1.230 0.482 0.3 0.6 -0.2 0.0141
O 2.115 -0.017 -0.630 0.2 -0.2 0.3 -0.4608
Cl 1.682 -0.255 2.113 0.0 -0.4 0.4 -0.4265
H -0.430 -1.499 0.509 0.0 0.0 0.0 0.2479
H -0.566 -1.963 -1.188 0.0 0.0 0.0 0.2207
H -2.034 -1.579 -0.264 0.0 0.0 0.0 0.2734
H -1.657 1.655 0.038 0.0 0.0 0.0 0.2470
H -0.979 0.481 1.172 0.1 -0.1 0.0 0.3732
H 2.276 0.456 -1.448 0.0 0.0 -0.4 0.2891
```
Positions in Å, forces in eV/Å.

Calculated values
Charge ... -1
Orbital gap ... 8.04 eV
SMILES ... COC[N-]P(O)Cl
HOMO energy ... -4.1 eV
Relative energy (zero: lowest compared OMol25 entry of this formula, charge and spin) ... 196.3 kJ/mol

Entry 5:
Formula: C11H15FN
Source: OMol25
Level of theory: ωB97M-V/def2-TZVPD

XYZ file:
```
28
Properties=species:S:1:pos:R:3:forces:R:3:mulliken_charge:R:1
C -2.625 1.701 -2.083 -1.1 -3.1 -0.3 -0.2197
C -1.738 2.299 -1.262 -0.1 -2.9 -0.5 -1.3504
C -2.786 0.242 -2.115 -1.2 2.8 -0.1 -0.7190
C -0.930 1.536 -0.488 1.7 -1.2 2.3 0.0749
C -2.135 -0.449 -1.146 1.2 0.9 -0.3 -0.8622
C -1.115 0.154 -0.323 -1.2 -0.4 -1.6 1.1835
C 1.984 -0.643 -1.191 2.1 -2.3 -0.3 -0.6262
C -0.345 -0.818 0.344 1.3 0.0 0.9 -0.0678
C 0.982 -0.613 1.090 0.2 -0.9 1.3 1.2938
C 0.736 0.236 2.311 -0.5 1.6 1.6 -1.4222
C 1.735 -1.840 1.629 2.1 -0.6 -1.3 -1.7945
N 1.936 0.107 0.056 -5.6 0.0 -2.3 -0.0143
F -0.926 -2.007 0.594 0.5 0.3 0.0 -0.3072
H -3.290 2.287 -2.647 -0.6 0.6 -0.9 0.4255
H -1.613 3.279 -1.336 0.5 4.2 0.1 0.5651
H -3.560 -0.125 -2.830 1.0 -0.2 0.8 0.3500
H -0.206 1.979 0.182 0.1 0.6 -0.1 0.0831
H -2.083 -1.479 -1.083 -0.9 -1.9 -0.2 0.5078
H 2.705 -1.533 -1.343 -1.3 1.9 0.6 0.3306
H 1.194 -0.487 -1.897 -0.2 0.3 0.0 0.3982
H 0.361 1.213 1.924 0.4 -0.3 1.1 0.2640
H 1.461 0.285 3.214 -0.2 0.3 -2.2 0.3739
H -0.086 -0.203 2.893 -0.3 -0.1 -0.7 0.4393
H 2.087 -2.518 0.853 -0.6 -0.3 -0.4 0.4010
H 1.369 -2.459 2.435 -1.1 0.3 0.0 0.4289
H 2.733 -1.553 2.015 -0.5 0.6 0.1 0.4556
H 2.722 0.421 0.482 3.7 0.7 1.5 0.3503
H 1.430 0.989 -0.276 0.5 -1.0 0.9 0.4580
```
Positions in Å, forces in eV/Å.

Calculated values
Charge ... +1
Orbital gap (spin up / spin down) ... 8.81 / 6.17 eV
HOMO energy (spin up / spin down) ... -13.1 / -11.0 eV
Relative energy (zero: lowest compared OMol25 entry of this formula, charge and spin) ... 190.3 kJ/mol

Entry 6:
Formula: CH6N4O2
Source: OMol25
Level of theory: ωB97M-V/def2-TZVPD

XYZ file:
```
13
Properties=species:S:1:pos:R:3:forces:R:3:mulliken_charge:R:1
C -0.956 0.472 0.394 0.5 1.9 -2.6 0.6103
N 2.066 1.334 -0.316 4.2 -2.6 -1.2 -0.4722
N 2.590 -0.829 0.338 1.6 -1.2 -0.4 -0.2318
N -1.036 0.277 -0.975 0.0 -1.0 0.4 -0.3563
N -1.264 -0.563 1.228 -0.9 2.3 0.8 -0.4634
O -0.576 1.591 0.669 -0.5 0.8 2.2 -0.6821
O 1.886 0.195 0.317 -3.6 2.8 0.8 0.1310
H 1.291 1.866 -0.100 -2.6 1.0 1.1 0.3290
H 3.409 -0.629 -0.237 0.5 0.1 -0.4 0.2491
H -1.336 -0.615 -1.219 -0.8 -1.5 -0.9 0.1612
H -1.339 1.009 -1.603 0.4 0.1 0.6 0.2231
H -1.257 -0.255 2.200 0.4 -0.6 -0.4 0.2626
H -0.867 -1.407 0.970 0.7 -2.0 -0.1 0.2394
```
Positions in Å, forces in eV/Å.

Calculated values
Orbital gap (spin up / spin down) ... 9.92 / 9.60 eV
HOMO energy (spin up / spin down) ... -9.7 / -9.5 eV
Relative energy (zero: lowest compared OMol25 entry of this formula, charge and spin) ... 410.4 kJ/mol

- The lowest relative energy (zero: lowest compared OMol25 entry of this formula, charge and spin) belongs to which entry?
  C33H32NOP2Pt